Molecular formula: C9H20N5O2PdTe
Method: DFT, wB97M-V/def2-TZVPD

Calculated values
HOMO-LUMO gap (spin up / spin down): 9.2 / 7.2 eV
LUMO (spin up / spin down): -2.31 / -4.99 eV
multiplicity: 3
E_HOMO (spin up / spin down): -0.4233 / -0.4461 Eh
net charge: +1

Structure (XYZ):
```
38
Properties=species:S:1:pos:R:3:forces:R:3
H -2.207818 -0.845071 -2.054464 0.1460 -0.0215 -0.6198
C -0.152615 -2.399075 -1.477918 -0.8017 0.0619 -0.9640
Pd -2.082738 1.380433 -0.606765 -0.5040 -0.4765 0.0466
N 1.714505 -1.655165 0.818778 0.4831 -0.8241 -0.8667
H 1.655220 -0.760649 0.264581 0.2941 -0.4045 -0.0085
H -0.622805 3.954902 -2.338116 -0.0276 0.4272 0.1319
N -1.193938 0.971364 2.492218 0.4804 -0.2905 1.1486
C -1.084920 4.323012 0.821824 0.2760 -0.4962 -0.2251
C 0.215247 0.165477 -1.240099 0.0952 -0.5702 0.3411
H -0.281180 4.898147 0.378238 -0.2251 0.5605 0.0481
H 1.473635 -3.702563 -1.880788 0.0272 0.7563 0.3221
H 1.047636 -0.239976 3.519923 0.1263 -0.2931 -0.0803
C 1.699945 -2.956672 0.093005 0.4439 1.0587 0.0723
H -0.463563 -2.404895 -2.543880 0.3963 0.4553 0.3780
H -2.661817 -1.469526 -0.633352 0.3464 0.1670 0.1484
H 0.928925 -3.561319 0.535363 -0.2552 -0.5693 0.3781
Te -2.634545 4.029831 -0.614641 0.3391 -0.0280 0.2111
C -1.419742 4.699424 -2.220317 -0.2492 -0.6860 -1.2110
C 1.298640 -2.739069 -1.342382 1.0237 -0.7278 -0.8690
H -1.993482 4.699778 -3.182170 0.3308 0.1437 0.9864
H 1.549182 -2.661395 3.856447 0.0746 0.0140 0.2999
C 1.665978 -1.614908 2.114901 -0.4248 0.3714 1.3003
N -2.016672 -0.809936 -1.070679 0.1317 -0.2423 0.8561
O -0.500833 0.916418 -1.970409 -0.1234 1.1151 -0.3223
H -0.535821 -1.267382 0.264683 0.1983 0.1466 1.1942
H 1.959216 -1.972012 -1.793822 -0.3991 -0.4149 0.0846
C -0.569656 -1.117164 -0.778573 -1.2110 0.5207 -1.7085
H -1.055690 5.694884 -1.984332 0.0247 -0.0522 -0.0214
H 1.819246 0.417832 2.192231 -0.1001 -0.3524 -0.0582
H 1.479552 -3.666837 2.444713 0.1029 0.8783 0.3464
H -1.504095 4.699197 1.731475 -0.1170 0.6676 0.3134
H -0.779785 -3.195721 -1.079547 0.0806 -0.2594 0.3565
C -1.428070 1.028788 1.371579 -0.5328 0.4663 -1.6091
H 2.675458 -3.450232 0.152204 -0.1413 0.1111 0.1715
N 1.577026 -2.736997 2.861100 -0.1107 -0.1770 -0.7912
N 1.694945 -0.415533 2.758421 0.0604 0.0398 -0.0735
H -0.650179 3.371665 1.066296 0.0036 -0.4615 -0.0043
O 1.385612 0.390940 -0.925734 -0.2623 -0.6142 0.2973
```
Forces are in eV/Å.



Molecular formula: C9H20NO
Method: DFT, wB97M-V/def2-TZVPD

Calculated values
HOMO-LUMO gap (spin up / spin down): 9.1 / 9.0 eV
LUMO (spin up / spin down): -5.82 / -5.51 eV
ΔE to the lowest compared entry with this formula, charge and spin: 3.976 eV
multiplicity: 1
E_HOMO (spin up / spin down): -0.5464 / -0.5318 Eh
net charge: +1

Structure (XYZ):
```
31
Properties=species:S:1:pos:R:3:forces:R:3
H -1.851467 -0.087573 -1.905309 0.6973 0.8149 1.3425
H -2.325784 -3.001611 0.650642 0.0532 1.8474 -0.5904
H 2.357456 -2.101975 0.129888 -0.5248 -1.8423 -0.9118
C -2.313906 -1.852093 0.473523 -0.2730 -1.8529 -0.7064
C -0.650650 0.115600 -0.015910 -0.5857 -2.1351 0.3560
C 0.926239 1.859338 -0.014792 1.5622 0.9528 0.7116
C -0.862622 -1.459747 0.013628 -0.8416 0.2797 -0.8975
O 1.722052 -0.423345 1.045284 -0.6158 0.9185 -0.2122
H -1.335378 1.620545 -1.742880 0.0977 -1.5309 1.8172
C -1.569291 0.673234 -1.087357 -1.4286 0.7639 -3.1097
H 3.309833 -1.616393 1.536849 -1.0092 -0.1488 0.4827
H -3.103060 -1.650453 -0.361453 1.3508 -0.1457 1.7637
H 2.045495 1.931602 0.158459 -1.3330 0.1511 0.0366
H -2.609499 -1.486391 1.483178 0.1824 0.3130 -0.9510
C -0.840606 0.788742 1.376688 3.6302 -0.7302 -1.3294
H 1.540433 -1.085978 -1.686491 -0.1312 -1.0239 0.9199
C 0.039970 2.061147 1.261828 -0.2123 1.9953 1.3722
H -0.582167 3.050574 1.285802 1.0311 -1.8615 -0.6948
C 2.726948 -1.286846 0.653071 -1.7436 -0.2007 2.3582
C 1.265201 -0.060305 -1.621777 1.4160 1.6516 0.0542
H 2.209245 0.497429 -1.794281 -0.7916 -0.1363 -0.3495
H -0.641124 -1.980060 -0.979634 -0.5135 1.1079 0.9221
N 0.699397 0.476664 -0.397541 1.1480 -1.7319 0.9659
H 0.675243 2.217757 2.196440 -0.5883 -0.5625 -1.3805
H 0.721901 2.556944 -0.864726 -0.1638 -0.7288 0.5145
H -2.508063 0.868637 -0.589845 -0.3411 0.2526 0.0030
H -0.494942 0.127511 2.175514 0.2768 0.0352 -0.2828
H 0.521349 0.058589 -2.374028 -0.3965 0.5366 -0.9059
H -1.826849 0.903171 1.548805 -3.2709 0.9790 0.4494
H 3.508010 -0.844102 0.223221 2.9983 2.2493 -2.6682
H -0.115508 -1.872066 0.652078 0.3206 -0.2173 0.9208
```
Forces are in eV/Å.



Molecular formula: C9H20NSe
Method: DFT, wB97M-V/def2-TZVPD

Calculated values
HOMO-LUMO gap (spin up / spin down): 7.7 / 5.8 eV
LUMO (spin up / spin down): -2.67 / -7.34 eV
multiplicity: 3
E_HOMO (spin up / spin down): -0.3819 / -0.4842 Eh
net charge: +1

Structure (XYZ):
```
31
Properties=species:S:1:pos:R:3:forces:R:3
C 1.414680 1.847085 1.598457 -2.1849 0.4173 -1.3114
H 2.599897 -1.576486 0.657727 -0.8224 -0.8280 -2.1094
H -1.335438 1.635328 -2.437164 0.9456 0.5722 -1.2694
H -3.081344 1.371113 -2.107374 -0.9044 0.1135 -0.5619
C -0.460148 2.149442 0.051441 -1.6699 -0.7167 -0.9064
H -0.470720 -3.328817 1.034144 -0.1466 0.2970 -0.1985
H 0.682909 -0.771472 1.545771 -0.2344 0.1747 0.3326
H 0.205610 0.364213 -2.355517 0.3011 -2.8569 1.3066
N 1.237918 -0.629205 -0.700329 3.3880 0.2767 -0.8693
C -2.134561 1.697429 -1.765976 -0.1265 -1.2800 -0.7421
C -1.480347 -2.915631 1.134391 1.2473 -0.1309 0.0715
H -1.670042 -2.862884 2.190933 -0.3917 -0.5322 0.6725
H 2.119352 1.564474 0.865327 0.6474 -0.6368 -1.1137
Se -1.643314 -1.035016 0.758757 -2.2759 -0.0923 -0.6736
H -2.192995 -3.544389 0.593351 -0.0842 0.5719 0.1082
H -0.608595 -1.085692 -1.529079 -0.4172 -0.2380 -0.3047
H 1.296298 -2.664201 -0.198421 1.3257 0.4740 -0.1084
H -0.721586 1.633457 2.060507 -0.1266 0.0601 0.5773
H 1.743333 1.481515 2.487779 0.9574 -1.0792 2.7368
H 2.050939 0.032877 -0.881911 -1.9652 -0.2307 0.1821
C 2.059511 -1.844116 -0.351129 -0.4941 0.0783 0.3153
C -1.911869 1.768784 -0.488614 0.0216 1.3407 2.2089
C -0.046429 1.324197 1.270687 1.3300 1.5321 -0.4644
C -0.069912 -0.144980 1.078747 1.8187 -0.2228 1.0691
H -2.912335 1.641213 0.040928 1.8797 0.4490 0.5452
H 0.191712 1.907365 -0.821008 -0.2103 0.2909 0.6742
C 0.346586 -0.735163 -1.858450 0.1324 3.6997 -0.2970
H 0.786169 -1.350222 -2.576467 0.5274 -1.1332 -1.4553
H 1.498960 2.928958 1.628030 -0.5117 0.1629 0.1256
H -0.290247 3.224573 0.304179 -0.6812 -0.7663 -0.3483
H 2.795997 -2.083751 -1.229728 -1.2751 0.2330 1.8080
```
Forces are in eV/Å.



Molecular formula: C9H20O
Method: DFT, wB97M-V/def2-TZVPD

Calculated values
HOMO-LUMO gap: 10.8 eV
LUMO: 1.10 eV
ΔE to the lowest compared entry with this formula, charge and spin: 0.208 eV
multiplicity: 1
SMILES string: C1CCOCC1.CCCC
E_HOMO: -0.3558 Eh

Structure (XYZ):
```
30
Properties=species:S:1:pos:R:3:forces:R:3
H 1.084300 1.304050 0.599461 0.2321 0.0718 -0.3294
C -1.643595 -1.020895 1.275145 -0.1110 -0.0753 -0.1923
H -3.011397 0.667812 1.455735 0.3472 -0.0513 0.2202
H 0.648874 3.327135 -0.790526 0.1529 -0.4063 -0.2627
H -1.043020 1.503333 -0.950986 0.2481 0.0678 -0.3125
C 1.935377 0.111817 -0.974126 0.2525 -0.3994 0.2219
H -0.844737 -0.290453 -2.657815 0.4195 0.2996 0.1675
C 0.047154 0.288697 -2.350312 -0.3290 -0.3390 -0.2167
H -0.847704 2.243260 -2.566665 0.2005 -0.2489 0.3355
C -0.331997 1.650906 -1.786520 -0.3603 0.1319 -0.0138
H 1.569329 2.610994 -2.145505 -0.2184 -0.0178 0.2999
H -1.510067 -0.886798 0.184443 -0.0733 -0.1388 0.4026
C -0.342308 -1.556843 1.867740 0.0831 0.0626 0.1069
C -2.070211 0.305773 1.902630 -0.0691 -0.0164 -0.0133
H 2.422419 -0.596518 -0.276628 -0.2481 0.3529 -0.3138
H -0.696903 -3.645653 1.399791 0.3119 0.1833 -0.0881
H 0.235955 -2.756948 0.155092 -0.0414 -0.0902 0.3698
C 0.918115 2.372758 -1.282598 0.0224 0.3316 0.0077
H -0.475830 -1.690930 2.958451 0.1280 0.1318 -0.3596
H 0.455089 -0.804070 1.716313 -0.2733 -0.2570 0.1421
C 0.084309 -2.883510 1.240254 0.0640 -0.0311 -0.0550
H -2.441001 -1.773663 1.426575 0.2708 0.2654 -0.1440
H 2.645298 1.916041 -0.020888 -0.4078 -0.1923 -0.1050
C 1.680723 1.462365 -0.319596 0.1448 0.0897 0.3327
H 1.025489 -3.245536 1.687152 -0.3528 0.0526 -0.1964
H 0.690537 0.414804 -3.242278 -0.1050 -0.0258 0.1892
H 2.602813 0.235667 -1.848558 -0.1505 -0.0186 0.1566
H -1.289000 1.067915 1.743093 -0.2913 -0.1680 0.1128
H -2.221852 0.179219 2.987803 0.0391 0.1654 -0.3498
O 0.723844 -0.510729 -1.386679 0.1145 0.2698 -0.1131
```
Forces are in eV/Å.



Computed energy, in the same sequence as the records: -1174.85907, -484.50131, -2810.60392, -430.14583 Ha.